Formula: C4H7N3
Source: OMol25
Level of theory: the ωB97M-V functional and the def2-TZVPD basis

Computed properties:
E_tot	-8726.374	eV
maximum force	3.47	eV/A
HOMO level	-7.840	eV
energy relative to the best compared isomer or geometry (same formula, charge and spin)	5.305	eV

Geometry (Å):
C1 -0.416 -1.356 0.049
C2 1.791 -0.089 -0.716
C3 1.545 0.393 0.764
C4 0.554 -0.517 -0.024
N1 -1.238 -2.233 -0.006
N2 -2.494 1.193 0.199
N3 -1.297 1.491 -0.040
H1 1.752 0.357 -1.702
H2 2.471 -0.999 -0.777
H3 2.212 -0.047 1.472
H4 1.040 1.388 1.029
H5 -2.197 -2.318 -0.378
H6 -2.445 0.469 0.867
H7 -1.276 2.269 -0.736